This record from OMol25 describes a structure of composition C19H46LiN2O15P. The level of theory is ωB97M-V/def2-TZVPD.

Properties
**Spin multiplicity**: 1
**Charge**: 0
**F_max**: 14.3 eV/A
**Relative energy (zero: lowest compared OMol25 entry of this formula, charge and spin)**: 2.949 eV
**HOMO level**: -0.18015 Ha
**Frontier orbital gap**: 5.0 eV

Element x y z (Å)
1 C 3.9088 4.4285 2.1771
2 N 4.4891 4.3840 0.7299
3 C 4.1243 5.6696 0.2028
4 C 5.9975 4.2669 0.9224
5 C 3.8619 3.3401 -0.1114
6 C 4.1666 1.9100 0.3109
7 O 3.5388 0.9691 -0.6209
8 H 2.8928 4.4268 2.3544
9 H 4.1317 5.3633 2.8147
10 H 4.3157 3.6338 2.6305
11 H 3.0772 5.7213 -0.1372
12 H 4.4511 5.6526 -0.6671
13 H 4.5539 6.5325 0.6386
14 H 6.3299 3.3475 1.3939
15 H 6.3496 5.1138 1.5825
16 H 6.5723 4.4968 0.0593
17 H 4.2163 3.3315 -1.2273
18 H 2.8348 3.5753 -0.0784
19 H 3.7555 1.6228 1.3465
20 H 5.0673 1.6040 0.2590
21 H 2.5903 1.0420 -0.4786
22 C -3.2291 -1.1740 0.9487
23 N -4.3366 -0.3770 1.4468
24 C -3.6545 0.8778 2.1043
25 C -5.1797 0.0591 0.2985
26 C -5.0052 -1.1280 2.5405
27 C -6.2093 -0.4982 3.0934
28 O -6.5905 -1.1089 4.3940
29 H -2.4919 -1.5483 1.7299
30 H -2.5975 -0.4528 0.4254
31 H -3.8389 -1.9587 0.4146
32 H -2.8434 1.0291 1.3701
33 H -3.2408 0.6392 3.0310
34 H -4.4014 1.7228 2.4074
35 H -4.3625 0.5399 -0.3049
36 H -5.7598 0.8783 0.6533
37 H -5.5998 -0.6796 0.0563
38 H -4.1866 -1.1989 3.3644
39 H -5.2871 -2.1060 2.0510
40 H -7.2865 -0.4856 2.3592
41 H -6.1786 0.6221 3.3364
42 H -5.9699 -0.7985 5.1190
43 Li 0.1913 -0.5202 0.0461
44 P 0.5922 1.7972 1.1127
45 O -0.4433 0.7234 1.2507
46 O 1.2304 0.8948 -0.1170
47 O 1.4417 1.7282 2.3171
48 O 0.1029 3.0472 0.6191
49 C -2.5347 -2.9555 -2.6663
50 O -2.9523 -1.6486 -2.6358
51 C -2.2323 -0.6857 -2.1349
52 O -1.1646 -0.8522 -1.5231
53 O -2.7303 0.5052 -2.2542
54 C -2.0075 1.6375 -1.7056
55 H -2.7535 -3.3245 -3.6076
56 H -3.1049 -3.7015 -2.0044
57 H -1.3629 -3.1457 -2.5163
58 H -2.5511 2.5775 -2.0206
59 H -0.9799 1.6973 -2.1253
60 H -2.1653 1.8111 -0.7154
61 C 2.0548 -4.9969 -4.1416
62 O 2.4237 -3.6630 -3.8853
63 C 1.6257 -2.6977 -3.8300
64 O 0.4696 -2.8116 -4.2276
65 O 2.1044 -1.5374 -3.4367
66 C 1.5159 -0.3716 -3.4598
67 H 1.2568 -5.3035 -3.5082
68 H 2.8370 -5.6637 -4.3471
69 H 1.6490 -4.8481 -5.1788
70 H 2.1167 0.2877 -3.6417
71 H 0.8019 -0.1364 -2.6097
72 H 0.8960 -0.3084 -4.3764
73 C 2.3469 -1.7150 1.7234
74 O 1.8892 -2.9956 1.7535
75 C 0.9038 -3.4154 0.9833
76 O 0.2925 -2.6534 0.1473
77 O 0.5873 -4.6873 1.1401
78 C -0.5849 -5.3136 0.5254
79 H 3.3101 -1.6966 2.1674
80 H 1.7180 -0.7267 1.9744
81 H 2.6390 -1.6410 0.7827
82 H -1.0211 -5.8553 1.1634
83 H -0.3025 -5.7581 -0.3544
84 H -1.0816 -4.3633 0.3763

This record from OMol25 describes a structure of composition C19H46NO5P2S. The level of theory is ωB97M-V/def2-TZVPD.

Properties
**Spin multiplicity**: 1
**Charge**: +1
**F_max**: 2.3 eV/A
**Relative energy (zero: lowest compared OMol25 entry of this formula, charge and spin)**: 0.000 eV
**HOMO level**: -0.39184 Ha
**Frontier orbital gap**: 8.6 eV

Element x y z (Å)
1 N 3.5093 3.4347 5.0885
2 C 3.4404 3.3714 3.6399
3 C 2.1983 4.0551 3.0396
4 C 2.0027 5.5337 3.4340
5 O 1.8863 5.7768 4.8464
6 S 0.3438 5.7526 5.4287
7 O -0.4726 6.7087 4.6396
8 O -0.2559 4.2227 4.9879
9 P -1.2421 4.2966 3.5880
10 O -2.7741 4.3211 4.2941
11 O -1.0729 2.6816 3.0815
12 H 2.7080 3.0226 5.5321
13 H 4.3740 3.0769 5.4501
14 H 4.3526 3.7671 3.1827
15 H 3.3927 2.3115 3.3129
16 H 1.2887 3.4710 3.2123
17 H 2.3416 4.0496 1.9490
18 H 1.1311 5.9486 2.9073
19 H 2.8606 6.1016 3.0598
20 H -2.8108 3.5247 4.8344
21 H -0.8465 2.1577 3.8547
22 C 0.3496 -0.9389 2.4771
23 C -0.9457 -0.8152 1.6799
24 C -1.3988 -2.1458 1.0781
25 C -0.6043 -2.6091 -0.1499
26 P -0.9836 -1.8619 -1.7313
27 C -2.7821 -1.9512 -1.9349
28 C -3.5273 -3.2778 -1.7388
29 C -3.4158 -4.3382 -2.8395
30 C -3.6750 -3.8285 -4.2536
31 C -0.2991 -2.8611 -3.0421
32 C 1.2086 -3.0889 -3.2139
33 C 2.0356 -1.9356 -3.7833
34 C 1.4163 -1.2180 -4.9764
35 C -0.7088 -0.0998 -1.8783
36 C 0.6463 0.6247 -1.8882
37 C 1.6799 0.2413 -0.8199
38 C 1.8314 1.2983 0.2724
39 H 1.1688 -1.3342 1.8730
40 H 0.6544 0.0365 2.8575
41 H 0.2114 -1.6018 3.3332
42 H -0.8262 -0.0573 0.9041
43 H -1.7262 -0.4559 2.3528
44 H -2.4591 -2.0735 0.8226
45 H -1.3287 -2.9186 1.8465
46 H -0.8166 -3.6764 -0.2887
47 H 0.4690 -2.5715 0.0490
48 H -3.0305 -1.5108 -2.9042
49 H -3.1847 -1.2469 -1.1993
50 H -4.5865 -3.0306 -1.6321
51 H -3.2288 -3.7317 -0.7895
52 H -4.1432 -5.1225 -2.6192
53 H -2.4449 -4.8372 -2.7964
54 H -4.7032 -3.4798 -4.3598
55 H -3.5180 -4.6329 -4.9724
56 H -3.0048 -3.0138 -4.5327
57 H -0.7490 -2.5568 -3.9898
58 H -0.6977 -3.8596 -2.8446
59 H 1.3227 -3.9410 -3.8888
60 H 1.6409 -3.4000 -2.2582
61 H 3.0109 -2.3277 -4.0799
62 H 2.2521 -1.2229 -2.9865
63 H 1.3540 -1.8773 -5.8439
64 H 2.0287 -0.3594 -5.2532
65 H 0.4149 -0.8362 -4.7633
66 H -1.3372 0.3736 -1.1171
67 H -1.1977 0.1685 -2.8237
68 H 0.4392 1.6952 -1.8186
69 H 1.0912 0.5079 -2.8769
70 H 2.6579 0.1306 -1.2943
71 H 1.4518 -0.7278 -0.3738
72 H 2.2583 2.2140 -0.1392
73 H 2.5025 0.9455 1.0565
74 H 0.8722 1.5511 0.7301

spin multiplicity of number 1 (C19H46LiN2O15P)? 1